# C39H78O21

13 unconnected molecules or ions with the total composition C39H78O21 in a non-equilibrium geometry (ωB97M-V/def2-TZVPD, the Open Molecules 2025 dataset).

Output
- max |F| (Eh/bohr) = 0.0877
- molecular weight (g/mol) = 883.0
- orbital gap (eV) = 9.49

Bonds (Å) are listed after each position.
Positions of all 138 atoms, in Å:
1 C -0.9592 -5.7853 -9.3797  O2 1.439, H7 1.090, H8 1.090, H9 1.090
2 O -1.5236 -4.9926 -8.3189  C1 1.439, C3 1.340
3 C -1.6630 -3.6741 -8.5136  O2 1.340, O4 1.262, O5 1.386
4 O -1.1350 -2.9813 -9.4263  C3 1.262
5 O -2.2350 -3.2111 -7.3387  C3 1.386, C6 1.413
6 C -2.1694 -1.8344 -7.0294  O5 1.413, H10 1.090, H11 1.090, H12 1.090
7 H 0.0613 -5.5366 -9.6709  C1 1.090
8 H -1.6566 -5.6552 -10.2072  C1 1.090
9 H -0.9441 -6.8445 -9.1228  C1 1.090
10 H -2.9170 -1.2605 -7.5768  C6 1.090
11 H -1.1741 -1.4808 -7.2987  C6 1.090
12 H -2.4490 -1.6771 -5.9876  C6 1.090
13 C -9.2793 -8.0865 -3.3515  O14 1.453, H19 1.090, H20 1.090, H21 1.090
14 O -7.9923 -8.3953 -3.9520  C13 1.453, C15 1.361
15 C -6.8161 -7.7854 -3.6428  O14 1.361, O16 1.254, O17 1.351
16 O -5.7155 -8.1748 -4.1018  C15 1.254
17 O -7.0130 -6.7777 -2.7640  C15 1.351, C18 1.444
18 C -5.9512 -5.9319 -2.2719  O17 1.444, H22 1.090, H23 1.090, H24 1.090
19 H -9.2779 -7.9653 -2.2683  C13 1.090
20 H -9.8825 -8.9830 -3.4947  C13 1.090
21 H -9.8385 -7.2518 -3.7742  C13 1.090
22 H -5.3092 -6.4647 -1.5705  C18 1.090
23 H -6.4610 -5.1225 -1.7493  C18 1.090
24 H -5.3056 -5.5835 -3.0780  C18 1.090
25 C -5.7112 6.3192 -3.1971  O26 1.449, H31 1.090, H32 1.090, H33 1.090
26 O -6.1028 4.9349 -3.3697  C25 1.449, C27 1.297
27 C -6.1528 4.0954 -2.3818  O26 1.297, O28 1.232, O29 1.375
28 O -6.0161 4.3396 -1.1825  C27 1.232
29 O -6.4986 2.8444 -2.8358  C27 1.375, C30 1.415
30 C -6.6978 1.7574 -1.9528  O29 1.415, H34 1.090, H35 1.090, H36 1.090
31 H -5.6829 6.5740 -2.1377  C25 1.090
32 H -6.3641 6.9834 -3.7634  C25 1.090
33 H -4.7376 6.4946 -3.6549  C25 1.090
34 H -7.2568 2.0994 -1.0818  C30 1.090
35 H -5.7634 1.2637 -1.6855  C30 1.090
36 H -7.2292 0.9128 -2.3913  C30 1.090
37 C -1.0227 7.7350 9.7839  O38 1.444, H43 1.090, H44 1.090, H45 1.090
38 O -0.9851 7.6944 8.3407  C37 1.444, C39 1.391
39 C -2.1887 7.6444 7.6460  O38 1.391, O40 1.248, O41 1.397
40 O -3.2956 7.6503 8.2227  C39 1.248
41 O -1.9063 7.5792 6.2796  C39 1.397, C42 1.455
42 C -3.0911 7.4241 5.4491  O41 1.455, H46 1.090, H47 1.090, H48 1.090
43 H -1.8343 8.3647 10.1484  C37 1.090
44 H -0.0517 8.0532 10.1632  C37 1.090
45 H -1.1440 6.7150 10.1488  C37 1.090
46 H -2.8367 7.5725 4.3997  C42 1.090
47 H -3.9154 8.1207 5.6017  C42 1.090
48 H -3.5942 6.4689 5.5993  C42 1.090
49 C 2.3867 -6.0724 -2.1890  C50 1.513, H53 1.090, H54 1.090, H55 1.090
50 C 2.3795 -7.2690 -3.1143  C49 1.513, O51 1.242, C52 1.525
51 O 3.2753 -7.4069 -3.9637  C50 1.242
52 C 1.3425 -8.3700 -2.9176  C50 1.525, H56 1.090, H57 1.090, H58 1.090
53 H 2.1471 -6.3443 -1.1610  C49 1.090
54 H 1.6014 -5.3942 -2.5230  C49 1.090
55 H 3.3789 -5.6312 -2.0941  C49 1.090
56 H 1.7991 -9.3076 -3.2347  C52 1.090
57 H 0.5169 -8.1880 -3.6057  C52 1.090
58 H 0.9602 -8.4874 -1.9037  C52 1.090
59 C 3.7121 4.9636 3.6889  C60 1.507, H63 1.090, H64 1.090, H65 1.090
60 C 4.4091 5.8951 2.7308  C59 1.507, O61 1.274, C62 1.531
61 O 3.7404 6.8834 2.2861  C60 1.274
62 C 5.8854 5.6821 2.3839  C60 1.531, H66 1.090, H67 1.090, H68 1.090
63 H 2.7716 5.4083 4.0141  C59 1.090
64 H 4.2631 4.7712 4.6096  C59 1.090
65 H 3.5811 3.9778 3.2426  C59 1.090
66 H 6.1761 4.6517 2.5887  C62 1.090
67 H 6.5446 6.2682 3.0242  C62 1.090
68 H 6.0641 6.0408 1.3702  C62 1.090
69 C -0.1159 -0.5219 10.3219  C70 1.500, H73 1.090, H74 1.090, H75 1.090
70 C -1.1644 0.4715 9.9187  C69 1.500, O71 1.208, C72 1.503
71 O -2.2971 0.0517 9.9128  C70 1.208
72 C -0.7864 1.9063 9.6803  C70 1.503, H76 1.090, H77 1.090, H78 1.090
73 H -0.1741 -0.5354 11.4102  C69 1.090
74 H 0.8309 -0.0276 10.1041  C69 1.090
75 H -0.2054 -1.5181 9.8886  C69 1.090
76 H 0.0809 2.1412 10.2973  C72 1.090
77 H -1.6172 2.5508 9.9676  C72 1.090
78 H -0.4894 2.1803 8.6679  C72 1.090
79 C 0.0792 6.7796 -3.1771  C80 1.545, H83 1.090, H84 1.090, H85 1.090
80 C 0.1023 6.1239 -4.5759  C79 1.545, O81 1.219, C82 1.516
81 O -0.3282 5.0001 -4.7703  C80 1.219
82 C 0.8455 6.8058 -5.7079  C80 1.516, H86 1.090, H87 1.090, H88 1.090
83 H -0.4023 7.7574 -3.1686  C79 1.090
84 H 1.0842 6.9138 -2.7770  C79 1.090
85 H -0.4809 6.0854 -2.5505  C79 1.090
86 H 0.9734 7.8705 -5.5127  C82 1.090
87 H 0.2638 6.6718 -6.6199  C82 1.090
88 H 1.8232 6.3487 -5.8602  C82 1.090
89 C -1.0146 0.8631 1.8154  C90 1.530, H93 1.090, H94 1.090, H95 1.090
90 C -0.4947 0.1511 0.5650  C89 1.530, O91 1.252, C92 1.507
91 O -1.1819 -0.7244 -0.0075  C90 1.252
92 C 0.8287 0.5469 -0.0383  C90 1.507, H96 1.090, H97 1.090, H98 1.090
93 H -1.6936 0.1848 2.3320  C89 1.090
94 H -1.4615 1.7995 1.4814  C89 1.090
95 H -0.2437 1.1600 2.5266  C89 1.090
96 H 0.9652 -0.0229 -0.9574  C92 1.090
97 H 1.6638 0.2325 0.5876  C92 1.090
98 H 0.9266 1.5669 -0.4099  C92 1.090
99 C -4.7487 -5.1445 6.8286  C100 1.545, H103 1.090, H104 1.090, H105 1.090
100 C -5.1618 -5.4923 5.3811  C99 1.545, O101 1.235, C102 1.475
101 O -4.9331 -6.6117 4.9124  C100 1.235
102 C -5.9373 -4.5085 4.6033  C100 1.475, H106 1.090, H107 1.090, H108 1.090
103 H -5.2573 -5.8533 7.4821  C99 1.090
104 H -4.9948 -4.1028 7.0346  C99 1.090
105 H -3.6714 -5.3024 6.8786  C99 1.090
106 H -6.2199 -4.8905 3.6223  C102 1.090
107 H -5.3503 -3.5905 4.5725  C102 1.090
108 H -6.8449 -4.2165 5.1317  C102 1.090
109 C 5.7019 -1.7062 4.5536  C110 1.493, H113 1.090, H114 1.090, H115 1.090
110 C 4.7172 -2.3050 5.5021  C109 1.493, O111 1.224, C112 1.537
111 O 3.5034 -2.3709 5.3581  C110 1.224
112 C 5.4133 -2.8594 6.7555  C110 1.537, H116 1.090, H117 1.090, H118 1.090
113 H 5.2110 -1.3051 3.6669  C109 1.090
114 H 6.2026 -2.5808 4.1383  C109 1.090
115 H 6.4593 -1.1131 5.0661  C109 1.090
116 H 4.8252 -2.7210 7.6627  C112 1.090
117 H 6.4455 -2.5236 6.8560  C112 1.090
118 H 5.2871 -3.9358 6.6393  C112 1.090
119 C 9.3973 0.3615 -2.7879  C120 1.454, H123 1.090, H124 1.090, H125 1.090
120 C 8.3987 -0.2701 -1.9406  C119 1.454, O121 1.252, C122 1.514
121 O 7.5093 0.3662 -1.3305  C120 1.252
122 C 8.4758 -1.7819 -1.9094  C120 1.514, H126 1.090, H127 1.090, H128 1.090
123 H 9.3975 -0.0249 -3.8072  C119 1.090
124 H 10.3457 0.2271 -2.2678  C119 1.090
125 H 9.0701 1.3991 -2.8540  C119 1.090
126 H 9.4782 -1.9638 -1.5217  C122 1.090
127 H 8.4904 -2.3078 -2.8639  C122 1.090
128 H 7.8030 -2.2928 -1.2206  C122 1.090
129 C 4.5004 0.9987 -7.5435  C130 1.525, H133 1.090, H134 1.090, H135 1.090
130 C 5.7066 0.4310 -8.2850  C129 1.525, O131 1.233, C132 1.507
131 O 5.9604 -0.7638 -8.1148  C130 1.233
132 C 6.5173 1.4005 -9.1060  C130 1.507, H136 1.090, H137 1.090, H138 1.090
133 H 4.8131 0.9634 -6.4999  C129 1.090
134 H 3.5991 0.3976 -7.6635  C129 1.090
135 H 4.2655 2.0202 -7.8425  C129 1.090
136 H 5.9155 1.6268 -9.9862  C132 1.090
137 H 7.4694 0.9790 -9.4284  C132 1.090
138 H 6.6742 2.2980 -8.5077  C132 1.090

Mulliken population analysis, charges in e, atoms 1 to 8: atom 1 (C): -0.6206, atom 2 (O): -0.2482, atom 3 (C): 0.7157, atom 4 (O): -0.5734, atom 5 (O): -0.2660, atom 6 (C): -0.6152, atom 7 (H): 0.2841, atom 8 (H): 0.2982